Entry 1:
{"formula": "C18H36O12S3", "method": "ωB97M-V with the def2-TZVPD basis set", "elements": ["C", "C", "C", "O", "C", "O", "O", "H", "H", "H", "H", "H", "H", "C", "C", "C", "O", "C", "O", "O", "H", "H", "H", "H", "H", "H", "C", "C", "C", "O", "C", "O", "O", "H", "H", "H", "H", "H", "H", "C", "S", "O", "C", "H", "H", "H", "H", "H", "H", "C", "S", "O", "C", "H", "H", "H", "H", "H", "H", "C", "S", "O", "C", "H", "H", "H", "H", "H", "H"], "coordinates": [[-0.66287, -3.48178, 0.96176], [-0.95232, -1.98762, 1.25539], [-2.18678, -1.84252, 2.10026], [-1.82499, -0.91888, 3.05996], [-0.53208, -0.72426, 3.04743], [0.05502, -0.00570, 3.81912], [0.01010, -1.51260, 2.10396], [0.39809, -3.53951, 0.71862], [-1.33405, -3.73110, 0.13989], [-0.88522, -4.20157, 1.74952], [-0.92034, -1.42750, 0.32086], [-2.40193, -2.83533, 2.49540], [-2.98435, -1.37838, 1.52012], [-3.26209, 0.87404, 1.98298], [-3.91088, 0.06063, 0.90262], [-4.60079, 0.90841, -0.23367], [-4.25727, 0.15476, -1.43122], [-3.26084, -0.72900, -1.18465], [-2.69447, -1.44015, -1.98796], [-2.93552, -0.65636, 0.14531], [-2.72180, 0.13408, 2.57344], [-3.99669, 1.48329, 2.50956], [-2.56329, 1.56350, 1.50926], [-4.59480, -0.65187, 1.36384], [-4.23159, 1.93378, -0.25334], [-5.67958, 0.93155, -0.07947], [-0.08199, -1.61628, -2.88129], [1.42845, -1.54270, -3.22921], [1.99136, -0.32361, -2.64729], [3.12380, -0.75357, -1.89808], [3.17738, -2.13249, -1.91233], [4.11940, -2.80158, -1.50654], [2.14113, -2.65520, -2.66293], [-0.40791, -2.50443, -3.42264], [-0.51407, -0.69008, -3.26017], [-0.41359, -1.65217, -1.84357], [1.48644, -1.53392, -4.31763], [1.32538, 0.08146, -1.88539], [2.19916, 0.54899, -3.26654], [-1.14372, 1.47235, -1.25097], [-0.22015, 0.12742, -0.32019], [1.18418, 0.15989, -0.88017], [-0.19785, 0.93956, 1.35260], [-1.32152, 1.10440, -2.26147], [-0.72330, 2.47567, -1.31930], [-2.12513, 1.51007, -0.77820], [0.26613, 0.34122, 2.13671], [-1.23792, 0.91096, 1.67745], [0.21518, 1.94555, 1.27858], [1.15596, 3.11153, 0.20182], [2.46197, 3.29868, -1.14457], [2.13377, 4.61266, -1.82900], [3.98088, 3.56820, -0.06033], [1.32659, 2.25954, 0.85990], [0.12289, 3.10199, -0.14573], [1.24297, 4.05910, 0.73347], [3.91601, 2.73843, 0.64351], [3.88564, 4.54465, 0.41461], [4.85044, 3.46331, -0.70916], [2.85723, 0.63225, 0.21512], [3.24150, -0.84107, 1.23852], [3.14816, -0.35817, 2.68725], [1.72697, -1.69768, 0.76408], [2.57961, 0.45514, -0.82395], [3.73725, 1.27308, 0.27008], [2.01153, 1.05767, 0.75541], [0.80236, -1.13359, 0.88653], [1.65828, -2.62516, 1.33255], [1.82046, -1.91204, -0.30053]], "spin_multiplicity": 1, "charge": 0, "orbital_gap_ha": 0.2739}

***

Entry 2:
{"formula": "C18H36O18", "method": "ωB97M-V with the def2-TZVPD basis set", "elements": ["C", "O", "C", "O", "O", "C", "H", "H", "H", "H", "H", "H", "C", "O", "C", "O", "O", "C", "H", "H", "H", "H", "H", "H", "C", "O", "C", "O", "O", "C", "H", "H", "H", "H", "H", "H", "C", "O", "C", "O", "O", "C", "H", "H", "H", "H", "H", "H", "C", "O", "C", "O", "O", "C", "H", "H", "H", "H", "H", "H", "C", "O", "C", "O", "O", "C", "H", "H", "H", "H", "H", "H"], "coordinates": [[7.87204, -6.80129, 1.05144], [7.91234, -5.46206, 1.36736], [6.77838, -4.80366, 1.49612], [5.65330, -5.30569, 1.41413], [7.04684, -3.50239, 1.69040], [6.01875, -2.57689, 1.89741], [7.46428, -7.37614, 1.88294], [8.89452, -7.17889, 1.05873], [7.50522, -7.04168, 0.05357], [6.41789, -1.59010, 2.13199], [5.37205, -2.96506, 2.68431], [5.40749, -2.57769, 0.99494], [-5.44863, -4.03562, -5.32367], [-6.17700, -3.65453, -4.12251], [-7.09718, -4.42739, -3.59829], [-7.56358, -5.47186, -4.10788], [-7.46867, -3.90456, -2.40337], [-8.59887, -4.34951, -1.70663], [-4.39767, -4.01421, -5.03538], [-5.53108, -3.20126, -6.02020], [-5.95178, -4.80281, -5.91220], [-8.36949, -4.60931, -0.67319], [-8.96445, -5.25845, -2.18442], [-9.41183, -3.62371, -1.68662], [-0.82852, 4.15020, -8.24174], [-0.60101, 3.56481, -9.50825], [-0.30255, 2.22793, -9.60619], [-0.18785, 1.39205, -8.68867], [-0.05771, 1.97888, -10.92791], [-0.03323, 0.69627, -11.46928], [-1.40466, 5.04083, -8.49262], [0.16971, 4.48804, -7.96334], [-1.25470, 3.52862, -7.45427], [0.91155, 0.24277, -11.16957], [-0.09137, 0.72336, -12.55739], [-0.71014, 0.00436, -10.96815], [4.37779, 12.49455, 4.32875], [3.42189, 11.76464, 5.03864], [3.82023, 10.96842, 6.04809], [4.94303, 10.86000, 6.44979], [2.74228, 10.48242, 6.58675], [2.72223, 9.47986, 7.56189], [4.35731, 13.53572, 4.65072], [4.22393, 12.41997, 3.25225], [5.40392, 12.22956, 4.58358], [3.67527, 9.04134, 7.85772], [1.96311, 8.73673, 7.31781], [2.37745, 9.88199, 8.51453], [-3.79318, -7.87137, 7.20687], [-3.71828, -7.25784, 5.92992], [-2.57046, -7.24722, 5.17681], [-1.47007, -7.60421, 5.53170], [-2.86741, -6.86468, 3.92199], [-1.88465, -6.65046, 2.95916], [-4.76130, -8.29116, 7.48004], [-3.48481, -7.16333, 7.97609], [-2.97421, -8.57095, 7.37409], [-1.76492, -7.47952, 2.26173], [-0.88233, -6.46510, 3.34531], [-2.23479, -5.74320, 2.46683], [0.82473, 4.60537, 2.04923], [-0.09855, 4.18608, 0.99861], [-0.36551, 2.87584, 0.78027], [-0.01916, 1.91444, 1.41296], [-1.16858, 2.83762, -0.34955], [-1.63617, 1.59709, -0.78950], [1.75721, 4.04897, 2.14416], [0.36819, 4.51136, 3.03454], [1.14970, 5.62864, 1.86105], [-2.23068, 1.00152, -0.09671], [-0.90546, 0.85224, -1.10471], [-2.26996, 1.75166, -1.66273]], "spin_multiplicity": 1, "charge": 0, "orbital_gap_ha": 0.4135, "smiles": "COC(=O)OC.COC(=O)OC.COC(=O)OC.COC(=O)OC.COC(=O)OC.COC(=O)OC"}

***

Results for energy above the lowest of the compared OMol25 structures with the same formula, charge and spin: 1839.8; 311.2 (in kJ/mol, following the order of the records).